1.
# C3H7NO

A single C3H7NO molecule (ωB97M-V/def2-TZVPD, OMol25).

CARTESIAN COORDINATES (ANGSTROEM)
H: -0.735 -1.373 -1.874
H: 0.789 -1.956 0.047
C: -0.367 1.103 1.163
O: -1.151 -0.316 -2.098
N: -1.110 0.414 -0.901
H: -0.657 0.614 2.188
C: 0.907 -0.810 -0.237
H: 1.694 -0.612 0.571
H: 1.374 -0.782 -1.316
H: 0.535 1.712 1.518
H: -1.069 1.857 0.910
C: -0.210 0.148 0.028

Output
* energy relative to the best compared isomer or geometry (same formula, charge and spin): 89.20 kcal/mol
* E: -248.38434 Ha
* highest occupied orbital energy: -9.357 eV
* SMILES: CC(C)=NO
* multiplicity: 1
* LUMO: 0.705 eV

***

2.
# C39H26Br2F9NNbO4

A molecular structure, C39H26Br2F9NNbO4 (ωB97M-V/def2-TZVPD, OMol25).

CARTESIAN COORDINATES (ANGSTROEM)
O: -0.145 2.816 7.099
F: 7.388 0.636 -3.055
C: -1.971 0.731 7.456
H: -0.351 -5.358 2.123
F: 3.256 1.874 -1.249
H: -7.230 -3.604 -4.288
C: 0.421 1.230 3.913
C: -2.881 -0.310 7.557
H: -6.101 -6.997 -1.931
F: 7.902 2.914 -2.451
C: 2.027 2.465 2.617
F: 6.946 3.436 -4.372
C: -1.501 -3.090 -0.119
C: -1.206 0.875 6.302
C: -2.575 -3.812 -0.631
C: -6.776 -5.384 -3.170
F: 5.289 -0.422 -2.105
C: 1.183 1.375 2.759
C: 6.260 1.406 -3.267
C: -2.836 -5.103 -0.166
C: -5.924 -5.978 -2.252
H: 3.369 -0.411 -3.589
C: -3.444 -3.189 -1.659
H: -2.375 -1.787 4.549
C: 1.345 4.407 -1.481
Br: -2.027 2.769 -0.958
C: 6.731 2.913 -3.152
O: -0.583 -0.754 3.153
C: -2.033 -5.655 0.828
C: -4.612 -3.954 -2.169
O: -3.206 -2.075 -2.068
C: -0.701 -3.648 0.867
C: -1.340 -0.042 5.259
H: 0.830 3.603 -4.888
H: 2.800 6.930 -3.318
C: 0.521 2.174 4.937
C: 1.166 4.192 -4.014
Nb: -0.124 1.679 -2.417
C: 2.113 3.417 3.629
H: 2.766 4.274 3.512
F: 5.894 3.705 -2.465
H: -2.237 -6.651 1.201
C: 2.778 0.228 -2.877
C: 2.049 5.653 -1.762
C: 1.489 0.682 -3.659
C: -2.259 -1.081 5.363
C: -0.263 2.019 6.187
H: 1.754 1.269 -4.575
O: -4.164 -7.035 -0.352
H: 0.132 -3.083 1.268
C: 5.220 0.950 -2.189
H: 1.438 4.012 5.574
C: 2.229 5.989 -3.135
C: -0.504 0.077 4.036
C: -6.556 -4.071 -3.580
F: 3.671 2.355 -3.442
H: 2.560 -0.419 -2.000
H: 1.116 0.641 1.965
C: -5.474 -3.360 -3.085
C: 3.732 1.400 -2.462
H: 1.025 -0.262 -4.051
C: 0.941 3.703 -2.680
C: -0.972 -4.928 1.345
H: 2.616 2.577 1.713
F: 5.619 1.392 -0.951
C: 1.366 3.270 4.788
H: -1.291 -2.091 -0.486
H: -1.860 1.433 8.273
C: -3.032 -1.211 6.506
N: 1.820 5.352 -4.238
C: -4.846 -5.262 -1.740
F: 5.876 1.105 -4.540
C: -3.962 -5.893 -0.724
H: -0.902 0.034 -2.243
H: -7.617 -5.941 -3.564
H: -5.302 -2.341 -3.410
H: 0.788 1.315 -0.899
H: 1.173 4.029 -0.461
Br: -1.632 2.057 -4.539
H: 2.446 6.281 -0.938
H: -3.479 -0.419 8.454
H: -3.752 -2.017 6.582

Output
* charge: -1
* E: -7961.33397 Ha
* highest occupied orbital energy: -5.285 eV
* multiplicity: 1
* LUMO: 0.664 eV

***

3.
# C2H9N2S

2 unconnected molecules or ions with the total composition C2H9N2S (ωB97M-V/def2-TZVPD, OMol25).

CARTESIAN COORDINATES (ANGSTROEM)
S: 1.127 0.383 1.684
H: 1.026 1.509 -0.771
C: 0.501 0.593 -0.930
H: 0.404 -2.366 0.681
H: -1.811 0.416 -0.549
N: 0.039 -1.594 0.125
N: -1.297 1.218 -0.203
H: 1.917 -0.762 -0.478
C: 0.889 -0.459 0.062
H: -1.243 1.223 0.821
H: -1.471 2.167 -0.449
H: 0.352 -0.435 2.483
H: -0.084 0.121 -1.778
H: -0.348 -2.016 -0.699

Output
* energy relative to the best compared isomer or geometry (same formula, charge and spin): 62.94 kcal/mol
* charge: +1
* E: -588.96954 Ha
* highest occupied orbital energy: -13.717 eV
* multiplicity: 1
* LUMO: -4.640 eV

***

4.
# C34H56N2O2P3V

A molecular structure, C34H56N2O2P3V (ωB97M-V/def2-TZVPD, OMol25).

CARTESIAN COORDINATES (ANGSTROEM)
C: 3.613 0.584 -0.555
H: 1.292 0.623 -6.991
C: 1.228 2.601 -6.104
H: 3.918 2.702 -0.287
H: -3.558 3.211 0.388
C: -2.883 2.819 -0.389
H: 3.550 -3.851 -1.408
H: -1.880 1.914 -2.385
P: 0.435 0.037 3.988
C: 3.949 0.802 -2.044
H: -1.731 -0.219 3.566
C: -3.330 0.487 2.234
C: 1.720 -3.424 0.104
H: -2.721 -1.537 2.886
C: -2.750 -0.502 3.264
H: -1.839 2.892 -0.040
C: 0.434 1.426 1.726
C: -3.203 1.354 -0.768
C: 1.099 0.531 -4.836
C: -3.060 1.915 2.753
H: -3.855 2.625 2.476
C: -4.716 1.158 -0.972
H: 1.085 -0.563 -4.830
C: -1.424 -3.191 -3.049
H: 4.604 -2.372 1.482
H: 4.988 1.173 -2.124
C: 4.866 0.103 0.208
H: 5.672 0.841 0.042
H: -5.450 1.135 2.098
H: 0.430 -2.370 4.050
H: 4.039 -2.180 -1.788
H: -3.885 -1.679 -0.200
C: 3.505 -2.383 1.492
C: 0.992 1.250 -3.626
O: 0.000 0.000 2.503
H: -1.726 -3.887 -3.839
H: -3.006 1.887 3.858
H: 3.293 1.562 -2.499
H: 3.148 -1.511 2.060
C: -1.904 -1.995 -0.999
V: 0.000 0.000 0.503
H: -3.399 -0.490 4.159
C: 1.122 3.329 -4.906
H: 0.950 -0.912 6.140
P: -2.402 0.249 0.576
H: -2.096 2.299 2.378
H: -0.642 -1.702 5.258
H: -5.165 -0.373 2.999
C: 3.915 -2.906 -0.965
C: 1.431 -0.852 -2.082
H: 0.521 -2.756 -3.919
H: 4.682 0.051 1.294
H: 0.267 0.688 6.301
H: 3.879 -0.124 -2.638
C: 0.196 -1.699 -2.058
H: -3.307 -3.325 -1.961
H: -3.000 3.451 -1.290
C: -2.498 1.041 -2.105
C: 1.003 2.663 -3.685
H: 1.460 -3.787 -0.903
C: -2.832 -1.525 0.093
H: -1.133 -1.744 3.582
C: -0.173 -2.574 -3.094
H: -0.227 2.320 3.599
H: 1.321 3.124 -7.062
H: 2.190 2.243 -0.176
H: -0.487 1.859 5.265
C: 1.214 1.201 -6.063
H: 0.913 3.207 -2.739
H: 5.238 -0.874 -0.139
H: -3.217 0.864 -2.924
C: 3.212 1.934 0.081
C: -0.574 1.542 4.246
H: 3.288 1.894 1.178
C: 2.889 -2.412 0.074
H: 0.819 -3.001 0.572
H: 2.137 -1.195 -2.852
H: -4.966 0.118 -1.245
H: -5.041 1.805 -1.808
H: 1.934 0.494 5.817
H: -2.648 -2.102 1.020
O: 0.730 2.317 2.435
C: -2.305 -2.889 -1.998
H: -1.599 1.325 4.026
C: -0.304 -1.617 4.246
H: 2.038 -4.297 0.703
C: 0.857 0.604 -2.291
H: 4.905 -3.107 -0.527
P: 2.172 -0.685 -0.336
H: -5.307 1.443 -0.088
C: 0.950 0.081 5.744
H: -1.828 0.174 -2.010
C: -4.845 0.218 2.121
H: -5.083 -0.379 1.223
N: 0.247 1.146 -1.305
H: 3.183 -3.293 2.032
N: -0.652 -1.453 -1.015
H: 1.133 4.425 -4.929

Output
* energy relative to the best compared isomer or geometry (same formula, charge and spin): 151.87 kcal/mol
* charge: +1
* ⟨S²⟩: 3.78
* E: -3556.81373 Ha
* highest occupied orbital energy (alpha / beta): -9.355 / -10.840 eV
* multiplicity: 4
* LUMO (alpha / beta): -3.502 / -3.589 eV

***

5.
# C5H11N3

2 unconnected molecules or ions with the total composition C5H11N3 (ωB97M-V/def2-TZVPD, OMol25).

CARTESIAN COORDINATES (ANGSTROEM)
H: 1.221 -1.306 -0.009
N: 1.228 -0.306 0.222
H: 4.238 -0.416 -1.023
C: -2.288 -0.407 0.045
C: 0.157 0.480 0.409
C: -2.446 -1.256 0.951
C: 2.469 0.126 -0.205
N: 0.314 1.606 0.954
H: -0.563 2.057 1.106
H: 3.462 -1.675 -0.223
H: -1.827 -0.432 -1.715
H: 2.626 1.206 -0.324
H: 1.213 2.151 0.922
N: 3.428 -0.717 -0.581
H: -3.440 0.225 -1.456
H: -3.483 -1.379 1.454
C: -2.418 0.338 -1.088
H: -1.666 -1.667 1.604
H: -2.225 1.370 -1.044

Output
* energy relative to the best compared isomer or geometry (same formula, charge and spin): 136.76 kcal/mol
* charge: +2
* E: -360.58480 Ha
* highest occupied orbital energy: -17.415 eV
* multiplicity: 1
* LUMO: -8.564 eV

***

6.
# C42H98F6N4O8Zr

A molecular structure, C42H98F6N4O8Zr (ωB97M-V/def2-TZVPD, OMol25).

CARTESIAN COORDINATES (ANGSTROEM)
H: 3.684 6.023 4.503
H: -0.221 -1.375 0.024
H: 4.602 -5.536 5.329
H: -3.780 3.169 -8.411
H: -2.016 -2.513 0.649
F: 6.091 -0.730 -0.266
H: 6.409 -4.019 6.487
F: 0.040 0.799 -3.250
H: 4.751 -3.302 4.635
H: 1.600 -2.113 -5.643
H: 1.835 -3.936 5.418
C: -3.630 1.082 4.195
H: -0.592 2.412 2.255
H: -0.543 3.829 3.348
C: -5.298 -1.446 0.719
C: 0.892 4.002 1.773
C: 0.050 3.144 2.735
H: -3.374 1.661 2.188
O: -2.765 1.800 -6.542
C: 0.285 -1.027 2.069
H: 0.426 -4.329 -5.191
C: -3.021 -2.529 1.068
H: 4.744 3.914 -5.140
H: 0.498 -3.322 -3.756
N: 4.070 3.403 -2.578
O: 3.190 0.848 -2.999
N: -4.806 4.704 -7.332
H: -0.303 -1.912 2.316
H: 0.123 -2.240 -6.540
H: 4.647 1.404 -4.350
H: 1.491 -4.230 2.968
O: 0.674 0.496 0.267
C: -2.500 1.008 -5.414
C: -0.062 0.184 -2.046
H: -1.557 3.967 -7.949
H: 2.006 2.311 1.996
O: -1.591 0.237 4.937
H: 0.638 2.663 3.522
H: -6.640 -2.141 -0.766
N: -3.291 0.834 2.771
C: 0.284 1.173 -0.912
Zr: 3.071 3.134 -0.569
H: -0.359 -4.261 -1.983
H: 4.360 4.360 -2.818
H: 3.103 -0.995 -3.817
H: 1.985 6.426 4.875
H: 3.558 0.492 5.354
O: 2.353 5.057 3.328
C: 2.582 -3.556 4.715
H: -2.304 0.585 2.744
H: 4.079 -2.579 5.974
H: 1.340 -1.304 2.057
H: -5.556 1.716 3.460
H: 3.193 3.547 -5.866
H: 4.155 -0.778 3.337
C: 3.634 -0.513 -2.997
H: -2.976 -4.719 -3.509
H: 2.664 -5.315 3.566
H: 5.312 0.573 3.482
H: 3.544 -5.183 6.685
H: -4.380 -2.874 -0.616
C: 4.267 0.309 3.300
H: -1.484 -5.504 -3.803
H: 0.412 4.071 0.793
C: -3.566 2.910 -6.278
H: 4.975 2.938 -2.736
C: 3.268 3.003 -3.803
C: -1.898 -4.547 -3.469
C: 0.517 -2.163 -5.524
H: -4.717 5.548 -7.887
C: -0.214 -0.544 0.727
H: -1.837 1.552 -4.735
H: 4.455 -3.888 2.532
H: -0.812 -0.640 6.599
C: -2.990 -0.038 4.989
H: -1.779 -3.238 -1.713
H: -1.231 -0.158 0.850
H: 3.265 -2.523 2.282
H: -6.024 0.822 -0.557
H: 1.574 6.070 1.646
H: 0.164 -1.263 -5.026
C: 3.422 -3.602 2.337
H: -1.968 -3.731 -5.458
H: -5.511 -0.234 -1.898
C: 3.577 1.559 -4.167
H: 0.420 5.763 2.876
H: 0.246 -0.574 5.121
H: 3.765 -0.609 0.608
H: 6.072 -5.546 7.225
H: 2.740 3.561 2.307
H: -1.563 -6.221 -1.237
H: 2.320 0.754 4.217
H: -2.513 5.128 -8.719
C: -6.313 -0.022 -1.191
C: 4.343 0.290 0.843
C: 2.499 -4.248 3.393
C: 0.049 -3.404 -4.753
H: -3.307 -3.484 1.502
H: -4.975 -0.505 1.182
H: 3.403 4.965 -4.726
F: 0.735 -0.899 -2.075
H: -5.628 -2.026 1.588
H: 4.727 -0.573 -3.052
H: -3.643 -1.305 -0.621
H: -4.579 2.605 -5.984
H: -3.152 3.546 -5.476
C: -1.449 -4.227 -2.043
H: 3.505 2.008 4.395
H: -3.017 -1.775 1.863
C: 3.971 -3.492 5.382
C: -6.469 -1.209 -0.216
C: 1.316 5.332 2.420
C: -2.431 4.607 -7.762
H: -0.989 -1.795 5.282
F: -1.328 -0.277 -1.972
C: 3.664 3.933 -4.965
H: -8.063 -0.271 -2.585
C: 5.819 -0.242 0.946
H: -3.351 0.624 -4.843
H: -3.112 -5.341 -1.211
C: -7.654 0.358 -1.795
C: 2.702 6.224 4.078
H: 2.206 3.180 -3.623
H: -1.869 -2.516 -4.237
C: 5.607 -4.595 6.963
C: -3.670 3.783 -7.514
H: -2.192 5.323 -6.974
H: -3.207 2.043 4.509
C: 3.391 0.920 4.365
O: 4.091 1.293 -0.076
H: 3.251 -3.954 1.315
H: -7.379 -1.059 0.368
N: 2.188 3.195 1.500
H: -3.486 -0.057 5.965
H: -8.477 0.399 -1.070
H: -3.190 -0.991 4.491
C: -0.755 -0.751 5.513
H: 0.140 -0.281 2.851
H: -1.819 -4.886 -0.059
C: -2.036 -5.255 -1.062
C: -1.463 -3.494 -4.516
H: -5.552 1.333 5.235
O: 1.312 2.052 -1.135
C: 4.367 -4.787 6.088
F: 6.685 0.705 1.289
H: -1.961 0.112 -5.722
F: 5.854 -1.226 1.822
H: -5.495 0.061 4.076
C: -4.076 -2.058 0.047
C: -5.154 1.085 4.249
O: 3.810 0.829 2.050
H: 2.767 7.124 3.462
H: -4.786 5.080 -6.386
H: -0.644 1.715 -0.681
H: 2.970 1.183 -4.994
H: -7.677 1.416 -2.075
H: 3.443 -0.957 -2.022
H: 2.317 -2.490 4.626
H: 5.461 -4.011 7.875

Output
* charge: +2
* E: -3125.63908 Ha
* highest occupied orbital energy: -12.001 eV
* multiplicity: 1
* LUMO: -8.655 eV

***

- What is the multiplicity in the fifth record?
  1

***

- Among the records above, which one has the lowest E?
  C39H26Br2F9NNbO4

***

- Look up the multiplicity of the sixth one.
  1